A.
One molecule with the formula C3H6N2O2S. Source: the Open Molecules 2025 dataset; level of theory: ωB97M-V with the def2-TZVPD basis set.

Its total charge is 0. The calculation puts the HOMO-LUMO gap at 8.557 eV. For the LUMO energy, the calculation gives 0.063 eV. Its SMILES is CO/C(=N\C=S)NO. The HOMO energy is -8.493 eV.

Atoms and positions in Å:
1 C -1.469 -0.673 -1.214
2 O -1.320 0.072 0.068
3 C -0.062 0.538 0.436
4 N 1.057 0.066 0.029
5 C 1.263 -1.306 0.154
6 S 2.271 -2.046 -0.881
7 N -0.102 1.672 1.191
8 O 1.143 2.158 1.599
9 H -1.650 -1.788 -0.964
10 H -0.508 -0.607 -1.792
11 H -2.362 -0.348 -1.731
12 H 0.684 -1.867 1.034
13 H -0.693 2.449 1.025
14 H 1.747 1.680 1.047



B.
One molecule with the formula C3H6N2O2S. Source: the Open Molecules 2025 dataset; level of theory: ωB97M-V with the def2-TZVPD basis set.

Its total charge is 0. The calculation puts the HOMO-LUMO gap at 9.093 eV. For the LUMO energy, the calculation gives 0.128 eV. Its SMILES is OCC(/C=N/O)=N\S. The HOMO energy is -8.964 eV.

Atoms and positions in Å:
1 O -0.354 1.945 -0.439
2 C 0.610 1.245 0.281
3 C 0.562 -0.217 -0.099
4 C -0.765 -0.850 -0.233
5 N -1.812 -0.290 0.264
6 O -2.919 -1.029 -0.042
7 N 1.540 -1.026 -0.192
8 S 3.081 -0.409 0.003
9 H -1.227 1.483 -0.411
10 H 1.573 1.645 -0.045
11 H 0.509 1.507 1.334
12 H -0.838 -1.863 -0.688
13 H -3.632 -0.519 0.336
14 H 3.672 -1.623 -0.069



B takes first place; second place is 9.7 kcal/mol up.



A.
One molecule with the formula C3H6N2O2S. Source: the Open Molecules 2025 dataset; level of theory: ωB97M-V with the def2-TZVPD basis set.

Its total charge is 0. The calculation puts the HOMO-LUMO gap at 10.114 eV. For the LUMO energy, the calculation gives 0.042 eV. Its SMILES is [H]/N=C(/N)SCC(=O)O. The HOMO energy is -10.072 eV.

Atoms and positions in Å:
1 H 2.061 0.327 2.422
2 N 1.080 0.807 2.524
3 C 0.352 0.464 1.552
4 N -0.729 1.390 1.143
5 S 0.037 -1.014 0.830
6 C -0.944 -0.873 -0.717
7 C -0.157 -0.166 -1.941
8 O -0.605 -0.224 -3.251
9 O 1.072 0.599 -1.256
10 H -0.707 2.165 1.864
11 H -1.681 0.968 1.589
12 H -1.953 -0.436 -0.831
13 H -1.222 -2.052 -0.981
14 H 1.226 0.317 -0.318



B.
One molecule with the formula C3H6N2O2S. Source: the Open Molecules 2025 dataset; level of theory: ωB97M-V with the def2-TZVPD basis set.

Its total charge is 0. The calculation puts the HOMO-LUMO gap at 9.370 eV. For the LUMO energy, the calculation gives 0.654 eV. Its SMILES is C[C@@H]1ONC(=O)NS1. The HOMO energy is -8.716 eV.

Atoms and positions in Å:
1 C 1.136 1.407 1.106
2 C 1.387 0.099 0.417
3 O 1.231 0.206 -0.977
4 N -0.074 0.682 -1.227
5 C -1.237 0.119 -0.749
6 O -2.302 0.434 -1.252
7 N -1.079 -0.532 0.510
8 S 0.337 -1.316 0.958
9 H 1.613 2.155 0.483
10 H 0.068 1.649 1.099
11 H 1.653 1.424 2.039
12 H 2.383 -0.275 0.487
13 H -0.176 1.003 -2.182
14 H -2.004 -0.806 0.941



C.
One molecule with the formula C3H6N2O2S. Source: the Open Molecules 2025 dataset; level of theory: ωB97M-V with the def2-TZVPD basis set.

Its total charge is 0. The calculation puts the HOMO-LUMO gap at 10.487 eV. For the LUMO energy, the calculation gives 0.700 eV. Its SMILES is [H]/N=C(\NOC)SC=O. The HOMO energy is -9.787 eV.

Atoms and positions in Å:
1 H 0.711 -2.579 -0.350
2 N 0.809 -1.786 -1.014
3 C 0.156 -0.810 -0.569
4 N -0.483 -0.818 0.734
5 O -1.457 0.143 0.937
6 C -1.026 1.103 1.947
7 S 0.038 0.772 -1.336
8 C 1.368 0.586 -2.475
9 O 1.684 1.416 -3.271
10 H -0.883 -1.719 0.965
11 H -0.047 1.565 1.745
12 H -1.658 1.985 2.008
13 H -1.003 0.604 3.013
14 H 1.792 -0.461 -2.333



B takes first place; second place is 19.8 kcal/mol up.



A.
One molecule with the formula C6H10O2S. Source: the Open Molecules 2025 dataset; level of theory: ωB97M-V with the def2-TZVPD basis set.

Its total charge is 0. The calculation puts the HOMO-LUMO gap at 10.135 eV. For the LUMO energy, the calculation gives 0.559 eV. The HOMO energy is -9.576 eV.

Atoms and positions in Å:
1 C 0.397 -0.870 0.735
2 C 1.694 -1.018 0.800
3 C -0.448 -0.654 -0.573
4 C -1.715 0.190 -0.347
5 C -1.364 1.531 0.244
6 C -2.957 -0.163 -0.567
7 O 2.499 1.102 -0.610
8 O 4.066 -0.648 0.299
9 S 2.678 -0.355 -0.644
10 H -0.245 -1.216 1.582
11 H 2.142 -1.156 1.759
12 H 0.193 -0.102 -1.337
13 H -0.615 -1.626 -0.935
14 H -2.398 2.012 0.321
15 H -0.654 2.203 -0.263
16 H -0.982 1.354 1.257
17 H 4.831 -0.059 -0.037
18 H -3.825 0.570 -0.672
19 H -3.296 -1.095 -1.012



B.
One molecule with the formula C6H10O2S. Source: the Open Molecules 2025 dataset; level of theory: ωB97M-V with the def2-TZVPD basis set.

Its total charge is 0. The calculation puts the HOMO-LUMO gap at 9.398 eV. For the LUMO energy, the calculation gives 0.031 eV. The HOMO energy is -9.367 eV.

Atoms and positions in Å:
1 C 0.173 -0.005 1.971
2 C -2.344 0.441 -1.024
3 C -1.095 0.800 -0.942
4 C 0.127 0.258 -1.457
5 C 1.266 -0.057 -0.469
6 C 0.767 -0.841 0.759
7 O 2.558 0.570 2.701
8 O -0.089 -1.830 0.395
9 S 1.124 0.857 2.923
10 H -2.627 -0.225 -1.942
11 H -3.289 0.869 -0.488
12 H -0.893 1.573 -0.227
13 H -0.826 -0.074 2.139
14 H -0.024 -0.731 -1.854
15 H 0.614 0.846 -2.137
16 H 1.971 -0.726 -0.972
17 H 1.746 0.960 -0.399
18 H 1.695 -1.298 1.152
19 H -0.856 -1.388 -0.128



A takes first place; second place is 11.3 kcal/mol up.